Density functional theory data (ωB97M-V with the def2-TZVPD basis set) for C19H28O in the gas phase.

E_LUMO in eV: 0.51
SMILES: C/C=C/C(=O)[C@@H]1C/C(C)=C\CC/C(C)=C\CC/C=C\1C
Calculated total energy in eV: -22202.0292
Frontier orbital gap in eV: 8.95
HOMO in Eh: -0.3103

Structure (XYZ):
```
48
Properties=species:S:1:pos:R:3:forces:R:3
C -2.4231 -1.9851 -3.5689 -0.03 -0.44 0.58
C -1.5197 -0.9306 -3.0126 1.77 -1.68 1.22
C -0.3289 -1.2597 -2.4159 -1.48 -0.13 -0.77
C 0.5683 -0.2029 -1.9098 0.69 1.30 -0.39
O 0.5429 0.9157 -2.4136 -0.13 -0.84 0.62
C 1.6547 -0.5484 -0.8613 0.53 -0.06 0.31
C 1.2123 -1.0784 0.5096 -1.42 0.20 -0.06
C 0.0759 -2.0749 0.5572 -2.52 0.13 0.48
C 0.5501 -3.4775 0.3174 -0.62 -0.21 0.21
C -1.2808 -1.7843 0.7692 3.21 -0.11 -0.58
C -1.8656 -0.3875 0.9445 0.61 -0.04 -1.32
C -1.4946 0.3202 2.2480 1.06 1.68 -0.86
C -1.6142 1.8744 2.2584 2.06 1.08 -0.87
C -2.7359 2.4525 3.0719 -0.20 -1.25 -0.20
C -0.7338 2.7425 1.6261 -1.99 -2.51 1.03
C 0.3412 2.3398 0.6549 -0.60 0.64 0.52
C 1.7028 2.1049 1.3118 0.48 -0.20 0.03
C 2.6673 1.6345 0.2264 -0.27 -1.88 -0.42
C 2.6766 0.5702 -0.6506 0.10 2.27 0.33
C 3.8163 0.5596 -1.6650 -0.29 0.13 0.21
H -2.5859 -1.8069 -4.6113 -0.16 0.16 -0.80
H -1.9332 -2.9605 -3.4772 -0.20 0.10 0.01
H -3.4319 -2.0593 -3.1138 0.60 0.28 0.01
H -1.8176 0.0919 -3.0560 -0.07 0.66 -0.04
H 0.0071 -2.3152 -2.3309 -0.45 0.79 -0.01
H 2.2206 -1.3714 -1.3112 -0.04 -0.08 -0.32
H 2.0922 -1.4421 1.0295 0.11 -0.25 0.03
H 0.8672 -0.2364 1.0500 -0.12 0.93 0.65
H 0.9727 -3.5137 -0.6914 0.30 -0.30 0.17
H -0.2835 -4.1784 0.3652 0.00 -0.09 -0.12
H 1.2798 -3.8052 1.0785 -0.04 0.24 -0.47
H -1.9843 -2.6120 0.6950 0.18 0.02 0.16
H -1.6148 0.2136 0.0352 0.09 -0.26 0.71
H -2.9432 -0.4566 0.8840 -0.37 -0.09 0.09
H -2.1674 -0.0490 2.9601 -0.88 -0.53 1.37
H -0.4853 0.0528 2.5948 -0.25 0.00 -0.25
H -3.6600 2.1687 2.5520 -0.15 0.23 0.30
H -2.7924 2.0569 4.0894 0.06 -0.20 -0.07
H -2.6662 3.5080 3.1563 -0.02 1.01 -0.12
H -0.9009 3.7937 1.7880 -0.01 0.32 0.03
H 0.4499 3.1933 -0.0223 0.08 -0.35 -0.29
H -0.0039 1.4763 0.0626 0.45 0.40 0.28
H 1.6241 1.4177 2.1792 -0.02 0.09 -0.55
H 2.1262 3.0488 1.7654 -0.62 -0.81 -0.60
H 3.4868 2.3218 0.1505 0.55 0.06 -0.38
H 3.4749 0.3690 -2.6770 -0.33 -0.25 -0.15
H 4.3209 1.5226 -1.7343 0.09 -0.04 0.32
H 4.5364 -0.2133 -1.4076 0.21 -0.13 -0.03
```
Positions in Å, forces in eV/Å.

Density functional theory data (ωB97M-V with the def2-TZVPD basis set) for C15H19FN2 in the gas phase.

E_LUMO in eV: -0.11
SMILES: CCCCc1cnc2ccc([C@H](F)CC)cc2n1
Calculated total energy in eV: -21561.6269
Frontier orbital gap in eV: 9.06
HOMO in Eh: -0.3370

Structure (XYZ):
```
37
Properties=species:S:1:pos:R:3:forces:R:3
C 3.3581 -2.2469 -0.4579 -0.02 -0.10 0.02
C 4.0439 -1.0367 0.1603 0.17 0.00 -0.01
C 4.3467 0.0991 -0.8200 -0.01 0.07 0.07
C 3.1788 0.5037 -1.7264 -0.08 0.10 -0.11
C 1.9987 1.0037 -0.9421 -0.10 0.06 0.13
C 2.0635 2.3059 -0.3397 -0.08 -0.14 0.03
N 1.1106 2.8085 0.3858 0.07 -0.04 -0.05
C 0.0040 2.0256 0.5613 0.16 -0.23 -0.21
C -1.0692 2.4948 1.3368 -0.15 0.11 0.12
C -2.1764 1.7139 1.5099 -0.09 -0.13 -0.06
C -2.2704 0.4368 0.9124 0.07 0.02 -0.01
C -3.5026 -0.3973 1.1207 -0.12 -0.12 0.12
F -3.1397 -1.5911 1.7775 0.00 0.11 -0.08
C -4.2311 -0.7658 -0.1549 -0.14 -0.02 -0.01
C -5.5262 -1.5435 0.1046 0.05 0.08 -0.03
C -1.2313 -0.0339 0.1541 -0.05 -0.12 -0.01
C -0.0772 0.7446 -0.0335 0.16 0.29 0.05
N 0.9465 0.2475 -0.7912 0.11 0.08 -0.02
H 2.3852 -2.0010 -0.8810 -0.02 0.04 0.02
H 3.2027 -3.0196 0.2967 0.00 0.00 -0.02
H 3.9725 -2.6834 -1.2483 0.01 0.02 -0.05
H 4.9954 -1.3665 0.5867 -0.02 0.08 0.09
H 3.4593 -0.6507 0.9988 -0.13 -0.03 -0.05
H 4.6486 0.9844 -0.2511 0.09 -0.05 0.02
H 5.2045 -0.1630 -1.4440 -0.06 -0.06 -0.07
H 2.8547 -0.3187 -2.3634 0.00 -0.04 0.07
H 3.5193 1.3059 -2.3873 0.00 -0.01 -0.01
H 2.9540 2.9099 -0.4932 -0.04 0.03 0.01
H -0.9990 3.4737 1.7923 0.07 0.01 -0.03
H -3.0051 2.0639 2.1128 0.01 0.05 0.02
H -4.1860 0.1191 1.8012 0.02 0.01 0.02
H -4.4500 0.1626 -0.6877 0.07 -0.02 -0.06
H -3.5560 -1.3447 -0.7876 0.07 0.02 0.04
H -5.7223 -2.2476 -0.7026 -0.05 0.00 0.01
H -5.4683 -2.1066 1.0350 0.05 -0.07 -0.03
H -6.3820 -0.8720 0.1713 -0.01 0.01 0.05
H -1.2542 -1.0144 -0.3063 -0.03 0.01 0.03
```
Positions in Å, forces in eV/Å.

Density functional theory data (ωB97M-V with the def2-TZVPD basis set) for a molecular structure, C11H13N.

E_LUMO in eV: 0.71
Calculated total energy in eV: -13100.9919
Frontier orbital gap in eV: 8.56
HOMO in Eh: -0.2883

Structure (XYZ):
```
25
Properties=species:S:1:pos:R:3:forces:R:3
C 1.2822 -0.8243 1.2866 -3.37 0.67 -0.83
C 1.5520 0.8554 1.2347 3.98 -1.80 3.65
C 0.9004 1.4941 0.0689 -3.01 -1.96 -3.31
C 1.7837 -0.6540 -1.2309 2.14 3.13 -2.08
C 0.8739 -1.2285 -0.2256 -0.43 3.77 1.37
C -0.5048 -0.5079 -0.3092 7.36 5.65 0.34
C -1.4764 -1.2924 -0.1863 -5.03 -2.28 1.18
C -2.6779 -0.8006 0.1324 -5.16 -0.42 -0.10
C -3.0164 0.5852 0.0223 -2.82 -2.18 -2.63
C -1.9640 1.4199 -0.1046 3.38 0.50 0.39
C -0.6101 0.9078 -0.0748 -0.02 -1.10 0.00
H 2.2037 -1.1992 1.7816 -0.94 -0.44 -0.47
H 0.0550 -1.2681 1.7580 4.32 1.77 -0.25
H 2.8141 0.9031 1.1316 -3.39 -0.05 -0.24
H 1.5156 1.2502 2.3601 -0.78 -0.45 -2.65
H 0.8650 2.5490 -0.2784 0.62 -0.36 1.45
H 0.6823 1.2275 -1.9204 3.18 -2.25 1.94
H 1.7402 -0.8932 -2.4777 0.04 0.05 3.90
H 2.8790 -0.6464 -0.8261 -1.64 -0.75 -1.24
H 0.6101 -2.1708 -0.4551 -0.20 -3.79 0.12
H -1.2873 -2.2904 -0.1002 0.06 -2.80 -0.10
H -3.4388 -1.6166 0.3338 0.38 1.47 -0.32
H -4.0900 0.9287 -0.5349 2.73 -0.98 2.65
H -2.1846 2.4492 -0.2027 0.22 1.13 -0.06
N 1.4930 0.8220 -1.1831 -1.62 3.45 -2.70
```
Positions in Å, forces in eV/Å.

Density functional theory data (ωB97M-V with the def2-TZVPD basis set) for 3 unconnected molecules or ions with the total composition CH10N2O2.

E_LUMO in eV: 0.62
SMILES: NCN.O.O
Calculated total energy in eV: -8274.3067
Frontier orbital gap in eV: 10.31
HOMO in Eh: -0.3563

Structure (XYZ):
```
15
Properties=species:S:1:pos:R:3:forces:R:3
N 0.5398 3.0731 0.9805 -0.21 -0.29 -0.32
C 0.2418 1.6534 0.9390 -0.21 -0.33 -0.04
N -0.6705 1.2486 -0.1377 0.15 -0.08 0.44
H 0.2028 3.5188 1.8140 0.12 0.17 0.16
H 1.5105 3.2666 0.8192 0.19 0.21 0.13
H -0.1571 1.3171 1.8971 -0.22 -0.02 -0.10
H 1.1394 1.0617 0.7735 0.28 0.12 0.04
H -0.2474 1.5729 -0.9957 -0.29 0.10 -0.26
H -1.5776 1.6931 -0.0230 0.20 0.07 -0.15
O -1.5320 -1.3628 0.9431 -0.13 -0.05 -0.18
H -0.7613 -1.7234 1.3881 0.07 0.05 -0.08
H -1.2027 -0.7193 0.2877 0.07 0.05 0.35
O 1.4404 -4.0373 -2.5575 -0.06 -0.01 0.01
H 0.5302 -4.2924 -2.3686 0.10 0.07 -0.01
H 1.4330 -3.0753 -2.5883 -0.05 -0.06 0.01
```
Positions in Å, forces in eV/Å.

Density functional theory data (ωB97M-V with the def2-TZVPD basis set) for 2 unconnected molecules or ions with the total composition C3H8O3.

E_LUMO in eV: 0.74
SMILES: C1COCO1.O
Calculated total energy in eV: -9381.9360
Frontier orbital gap in eV: 10.81
HOMO in Eh: -0.3704

Structure (XYZ):
```
14
Properties=species:S:1:pos:R:3:forces:R:3
C 0.5711 -0.5011 -0.5869 1.47 -0.10 1.55
C -0.5487 -0.9827 -1.5205 0.26 -0.94 1.13
O -0.9392 0.2207 -2.0778 -0.53 1.19 -0.79
C -0.9133 1.1095 -0.9866 -0.83 0.63 0.08
O 0.2918 0.8830 -0.2966 -0.35 -0.09 -1.04
H 0.6015 -0.9358 0.4307 -0.11 -0.60 -0.73
H 1.5972 -0.5402 -1.0004 -0.60 -0.15 -0.09
H -1.3785 -1.3862 -0.9089 0.21 -0.04 -0.16
H -0.2711 -1.7554 -2.2629 0.02 0.76 0.25
H -1.0341 2.1563 -1.3260 0.43 -0.62 0.00
H -1.7529 0.8783 -0.3032 0.03 -0.04 -0.16
O 1.1317 0.2166 3.9874 0.39 0.18 -1.14
H 1.5454 -0.4250 3.3665 -0.44 0.75 0.64
H 1.0991 1.0621 3.4851 0.05 -0.93 0.47
```
Positions in Å, forces in eV/Å.